24
Properties=species:S:1:pos:R:3 method="wB97M-V/def2-TZVPD" spin_multiplicity=5 charge=+4 energy_ev=-120087.97676 homo_energy_ev="-19.23 / -21.94" homo_lumo_gap_ev="2.04 / 3.51"
Co -0.26 -0.41 -7.34
Lu -0.32 -1.31 0.46
Cl -0.91 1.72 -6.44
Cl 1.76 -2.48 0.22
C -0.97 -2.56 1.66
C -0.74 0.08 -9.05
C 0.20 -2.09 -7.93
O -1.38 -3.34 2.40
O -1.04 0.39 -10.12
O 0.48 -3.15 -8.29
C -1.46 0.48 3.56
P 0.18 0.88 2.78
C 0.65 2.66 2.99
C 1.54 -0.28 3.31
O 0.01 0.66 1.25
H -2.24 1.16 3.15
H -1.39 0.63 4.66
H -1.75 -0.57 3.35
H 0.79 2.87 4.07
H 1.60 2.86 2.45
H -0.16 3.31 2.59
H 1.24 -1.33 3.10
H 2.47 -0.04 2.76
H 1.71 -0.17 4.40